Formula: C4H6O2
Source: OMol25
Level of theory: ωB97M-V/def2-TZVPD

Summary:
* structure (SMILES): CC(=O)CC=O
* DFT total energy: -8337.92500 eV
* energy relative to the best compared isomer or geometry (same formula, charge and spin): 2.5361 eV
* HOMO energy: -9.44 eV
* E_LUMO: 0.426 eV
* F_max: 2.90 eV/Å

Geometry as XYZ:
```
12
Properties=species:S:1:pos:R:3:lowdin_charge:R:1
C 1.67 0.45 -0.85 -0.0142
C 0.58 0.28 0.32 -0.2830
O 0.60 1.41 0.75 0.0040
C -0.71 -0.50 0.95 -0.0576
C -1.83 -0.65 -0.07 -0.2740
O -2.29 -1.71 -0.41 0.0554
H 1.38 -0.06 -1.76 0.0506
H 2.65 0.12 -0.47 0.0672
H 1.81 1.53 -1.11 0.0910
H -0.60 -1.45 1.48 0.1138
H -1.05 0.26 1.68 0.1170
H -2.21 0.31 -0.49 0.1298
```